No. 1
ORCA calculation (ωB97M-V/def2-TZVPD) on a cluster of 6 separate species, C36H69F3NO11S5 in total.

Summary:
- LUMO energy (alpha / beta): 0.50 / 0.50 eV
- F_max: 0.86 eV Å⁻¹
- Net charge: 0
- Multiplicity: 2
- Frontier orbital gap (alpha / beta): 8.1 / 9.4 eV

Last column: Löwdin spin population.
CARTESIAN COORDINATES (ANGSTROEM)
C -1.801 1.199 -0.656  0.000
C -0.969 1.378 -1.928  0.000
C -1.407 2.670 -2.634  0.000
C 0.550 1.386 -1.715  0.001
C 1.272 0.118 -1.166  0.000
C 2.745 0.136 -1.677  0.003
C 3.103 -0.530 -3.013  0.001
C 2.651 0.163 -4.265  0.000
F 1.328 0.087 -4.484  0.000
F 3.220 -0.389 -5.355  0.000
F 2.975 1.465 -4.306  0.000
C 1.360 0.290 0.368  0.016
C 1.866 -0.938 1.176  0.024
C 3.242 -0.620 1.784  -0.003
C 0.919 -1.220 2.367  0.008
N 1.988 -2.148 0.315  0.390
O 3.168 -2.446 -0.085  0.505
C 0.890 -2.435 -0.651  0.024
C -0.359 -2.922 0.106  0.006
C 1.347 -3.594 -1.550  -0.003
C 0.521 -1.178 -1.497  0.017
H -2.862 1.116 -0.918  0.000
H -1.694 2.077 -0.009  0.000
H -1.542 0.309 -0.077  0.000
H -1.225 0.558 -2.615  0.000
H -1.403 3.517 -1.940  0.000
H -2.438 2.546 -2.983  0.000
H -0.799 2.886 -3.514  0.000
H 0.773 2.202 -1.009  0.000
H 0.995 1.702 -2.660  0.000
H 3.017 1.196 -1.768  0.000
H 3.418 -0.290 -0.936  0.002
H 2.762 -1.563 -3.086  0.001
H 4.195 -0.563 -3.085  0.000
H 0.391 0.609 0.757  0.001
H 2.049 1.123 0.556  0.001
H 3.914 -0.130 1.079  0.000
H 3.069 0.073 2.606  0.000
H 3.705 -1.512 2.212  -0.001
H -0.129 -1.075 2.114  0.000
H 1.043 -2.254 2.694  0.001
H 1.157 -0.537 3.185  0.000
H -0.125 -3.748 0.779  0.001
H -1.104 -3.229 -0.635  0.000
H -0.825 -2.115 0.672  0.000
H 0.452 -4.052 -1.986  0.000
H 1.856 -4.362 -0.968  -0.001
H 1.971 -3.270 -2.380  0.000
H 0.648 -1.448 -2.551  0.001
H -0.553 -1.017 -1.382  0.001
C 3.156 1.635 -7.994  0.000
C 1.796 2.126 -7.481  0.000
C 1.050 2.724 -8.680  0.000
S 1.663 1.861 -10.136  0.000
O 2.359 2.805 -10.975  0.000
O 0.622 1.031 -10.686  0.000
C 2.866 0.856 -9.273  0.000
H 3.659 1.016 -7.256  0.000
H 3.802 2.488 -8.217  0.000
H 1.234 1.282 -7.076  0.000
H 1.903 2.858 -6.683  0.000
H -0.025 2.574 -8.631  0.000
H 1.273 3.780 -8.816  0.000
H 3.731 0.712 -9.916  0.000
H 2.394 -0.103 -9.060  0.000
C -1.827 -1.985 7.686  0.000
C -0.698 -1.037 7.254  0.000
C 0.180 -1.798 6.255  0.000
S -0.904 -3.000 5.460  0.000
O -0.451 -4.325 5.808  0.000
O -1.095 -2.649 4.074  0.000
C -2.366 -2.611 6.407  0.000
H -2.612 -1.461 8.230  0.000
H -1.432 -2.767 8.338  0.000
H -1.127 -0.156 6.771  0.000
H -0.110 -0.691 8.103  0.000
H 0.607 -1.159 5.486  0.000
H 0.972 -2.360 6.747  0.000
H -2.937 -3.522 6.580  0.000
H -2.945 -1.895 5.823  0.000
C -4.118 4.430 -8.063  0.000
C -3.977 5.897 -7.634  0.000
C -3.796 5.914 -6.111  0.000
S -3.016 4.348 -5.684  0.000
O -3.932 3.578 -4.883  0.000
O -1.663 4.588 -5.251  0.000
C -3.003 3.677 -7.345  0.000
H -4.042 4.313 -9.143  0.000
H -5.089 4.040 -7.750  0.000
H -3.101 6.335 -8.115  0.000
H -4.842 6.489 -7.929  0.000
H -3.151 6.719 -5.768  0.000
H -4.748 5.951 -5.585  0.000
H -3.155 2.602 -7.288  0.000
H -2.028 3.901 -7.775  0.000
C 5.303 4.552 3.206  0.000
C 5.314 4.628 4.740  0.000
C 4.195 3.711 5.251  0.000
S 3.999 2.424 4.006  0.000
O 2.691 2.550 3.412  0.000
O 4.445 1.163 4.539  0.000
C 5.215 3.069 2.861  0.000
H 6.191 5.007 2.771  0.000
H 4.430 5.077 2.812  0.000
H 6.277 4.279 5.115  0.000
H 5.173 5.648 5.095  0.000
H 4.434 3.234 6.197  0.000
H 3.242 4.231 5.326  0.000
H 4.880 2.865 1.847  0.000
H 6.153 2.552 3.060  0.000
C -6.171 -7.588 9.036  0.000
C -5.532 -8.118 7.744  0.000
C -5.314 -6.916 6.815  0.000
S -5.099 -5.491 7.891  0.000
O -6.191 -4.574 7.684  0.000
O -3.737 -5.021 7.811  0.000
C -5.354 -6.363 9.433  0.000
H -6.168 -8.338 9.826  0.000
H -7.207 -7.299 8.850  0.000
H -4.573 -8.584 7.975  0.000
H -6.155 -8.870 7.264  0.000
H -4.427 -7.011 6.195  0.000
H -6.183 -6.715 6.191  0.000
H -5.856 -5.696 10.131  0.000
H -4.372 -6.639 9.816  0.000



No. 2
ORCA calculation (ωB97M-V/def2-TZVPD) on an isolated molecule of C36H69N3O4 in a non-equilibrium geometry.

Summary:
- LUMO energy: 0.65 eV
- F_max: 1.10 eV Å⁻¹
- Net charge: 0
- Multiplicity: 1
- Frontier orbital gap: 9.5 eV

Last column: Löwdin charge in e.
CARTESIAN COORDINATES (ANGSTROEM)
C 1.864 -0.414 -0.236  0.121
C 1.837 -1.556 -0.606  -0.103
C 1.842 -2.956 -1.002  -0.120
C 0.428 -3.611 -1.066  -0.296
C 0.244 -4.480 0.195  -0.130
C -0.078 -3.680 1.469  -0.187
C 1.131 -3.395 2.367  -0.183
C 0.661 -2.700 3.656  -0.216
N 1.720 -1.857 4.248  0.009
C 1.696 -0.499 3.744  -0.490
C 3.003 -0.016 3.177  -0.001
O 0.721 0.203 3.807  0.097
O -0.581 -2.621 -1.148  -0.062
C -1.316 -2.445 -2.360  -0.381
C -0.439 -2.264 -3.608  -0.118
C 0.741 -1.282 -3.601  -0.162
C 0.541 0.059 -2.905  -0.215
C 1.769 0.987 -3.063  -0.191
C 1.407 2.347 -3.671  -0.197
C 0.358 3.133 -2.873  -0.205
C 0.545 3.145 -1.355  -0.209
C 1.626 4.143 -0.903  -0.191
C 2.355 3.691 0.365  -0.212
C 1.468 3.639 1.613  -0.200
C 1.369 4.995 2.369  -0.193
C 1.311 4.794 3.895  -0.202
C 2.655 4.969 4.630  -0.204
C 3.882 4.430 3.892  -0.221
C 5.144 4.442 4.784  -0.255
C 5.941 3.138 4.641  -0.118
C -2.317 -3.607 -2.731  -0.103
C -2.864 -4.486 -1.596  -0.153
C -4.353 -4.888 -1.836  -0.082
C -5.209 -4.619 -0.631  -0.499
O -5.214 -5.328 0.340  0.126
O -6.006 -3.511 -0.716  -0.038
C -5.942 -2.683 0.488  -0.213
C -6.435 -1.297 0.122  -0.073
C -2.208 -1.212 -2.064  -0.332
N -3.267 -1.570 -1.104  0.110
N -2.721 -0.596 -3.291  -0.015
C -3.101 0.800 -3.101  -0.290
C -3.496 1.460 -4.415  -0.092
H 2.082 0.590 0.040  0.024
H 2.457 -3.486 -0.272  0.112
H 2.352 -3.091 -1.958  0.112
H 0.406 -4.299 -1.913  0.146
H -0.533 -5.218 0.050  0.095
H 1.159 -5.047 0.387  0.114
H -0.615 -2.755 1.257  0.114
H -0.758 -4.293 2.071  0.117
H 1.555 -4.356 2.662  0.114
H 1.870 -2.749 1.892  0.092
H -0.240 -2.116 3.432  0.109
H 0.357 -3.433 4.403  0.118
H 1.497 -1.762 5.237  0.117
H 2.800 0.710 2.390  0.052
H 3.571 -0.846 2.765  0.079
H 3.578 0.495 3.950  0.077
H -1.075 -2.012 -4.452  0.116
H -0.037 -3.254 -3.844  0.109
H 0.946 -1.035 -4.649  0.119
H 1.673 -1.731 -3.244  0.088
H -0.297 0.557 -3.403  0.094
H 0.266 -0.031 -1.854  0.067
H 2.227 1.173 -2.089  0.074
H 2.494 0.474 -3.697  0.111
H 0.980 2.155 -4.660  0.110
H 2.315 2.946 -3.772  0.103
H 0.300 4.169 -3.215  0.114
H -0.628 2.708 -3.084  0.079
H -0.406 3.472 -0.921  0.111
H 0.727 2.152 -0.937  0.082
H 2.366 4.210 -1.706  0.107
H 1.179 5.124 -0.725  0.115
H 3.256 4.278 0.556  0.106
H 2.709 2.668 0.178  0.087
H 0.475 3.250 1.381  0.112
H 1.923 2.929 2.306  0.075
H 2.235 5.590 2.084  0.095
H 0.450 5.477 2.032  0.103
H 0.931 3.795 4.121  0.106
H 0.572 5.485 4.307  0.101
H 2.818 6.031 4.828  0.114
H 2.587 4.429 5.576  0.107
H 3.724 3.401 3.561  0.095
H 4.090 5.043 3.015  0.103
H 4.870 4.553 5.834  0.099
H 5.809 5.254 4.489  0.102
H 6.307 3.016 3.621  0.073
H 6.787 3.103 5.328  0.066
H 5.290 2.290 4.866  0.057
H -3.144 -3.140 -3.266  0.100
H -1.829 -4.266 -3.451  0.114
H -2.757 -4.017 -0.625  0.102
H -2.317 -5.422 -1.629  0.105
H -4.766 -4.429 -2.733  0.114
H -4.408 -5.967 -1.988  0.121
H -4.905 -2.661 0.817  0.111
H -6.577 -3.156 1.232  0.120
H -7.515 -1.236 0.256  0.075
H -6.006 -0.560 0.804  0.079
H -6.183 -1.028 -0.901  0.065
H -1.620 -0.438 -1.576  0.131
H -4.120 -1.835 -1.588  0.066
H -3.513 -0.751 -0.559  0.078
H -3.526 -1.104 -3.640  0.111
H -3.960 0.881 -2.415  0.107
H -2.267 1.354 -2.672  0.088
H -2.677 1.359 -5.131  0.072
H -3.608 2.533 -4.243  0.072
H -4.419 1.065 -4.834  0.069



No. 3
ORCA calculation (ωB97M-V/def2-TZVPD) on a cluster of 4 separate species, C36H71BN4O in total in a non-equilibrium geometry.

Summary:
- LUMO energy: 0.46 eV
- F_max: 10.42 eV Å⁻¹
- Net charge: 0
- SMILES: CCCCCCCCCCCCCCCCCCBCCN(CC)C(C)=O.CCCC#N.CCCC#N.CCCC#N
- Multiplicity: 1
- Frontier orbital gap: 9.5 eV

Last column: Löwdin charge in e.
CARTESIAN COORDINATES (ANGSTROEM)
C -1.545 3.751 1.282  -0.156
C -0.168 2.857 1.559  -0.266
C 1.096 3.280 0.606  -0.229
C 0.899 2.982 -0.993  -0.213
C -0.193 1.815 -1.358  -0.219
C 0.177 0.995 -2.768  -0.206
C -0.066 1.895 -4.116  -0.205
C -0.927 1.140 -5.303  -0.226
C -2.383 1.846 -5.629  -0.212
C -3.666 1.051 -4.911  -0.206
C -3.124 0.558 -3.446  -0.243
C -4.332 0.115 -2.392  -0.196
C -3.527 -0.626 -1.126  -0.215
C -4.349 -0.573 0.290  -0.211
C -3.577 -1.555 1.352  -0.217
C -1.945 -1.606 1.191  -0.213
C -1.401 -2.883 0.285  -0.237
C 0.017 -2.537 -0.526  -0.153
B 0.682 -4.034 -0.872  -0.138
C 1.797 -4.310 -2.053  -0.141
C 3.153 -3.367 -1.787  -0.179
N 3.223 -2.405 -2.954  -0.136
C 3.608 -1.003 -2.532  -0.230
C 5.228 -0.746 -2.403  -0.121
C 4.072 -2.926 -4.093  -0.299
C 3.478 -2.656 -5.630  -0.032
O 5.221 -3.600 -3.989  -0.041
H -1.242 4.617 0.555  0.074
H -2.391 3.054 0.874  0.056
H -1.935 4.267 2.285  0.049
H 0.149 3.135 2.675  0.106
H -0.415 1.710 1.577  0.085
H 1.228 4.456 0.728  0.116
H 2.044 2.696 0.984  0.105
H 0.559 3.966 -1.557  0.114
H 1.952 2.585 -1.389  0.111
H -1.247 2.367 -1.453  0.106
H -0.300 0.989 -0.510  0.090
H 1.312 0.673 -2.646  0.079
H -0.458 -0.010 -2.773  0.079
H 1.010 2.159 -4.543  0.110
H -0.566 2.931 -3.825  0.110
H -0.280 1.273 -6.297  0.105
H -1.001 -0.040 -5.154  0.114
H -2.540 1.972 -6.802  0.109
H -2.337 2.922 -5.119  0.108
H -3.929 0.078 -5.526  0.112
H -4.623 1.756 -4.847  0.117
H -2.449 -0.417 -3.559  0.110
H -2.569 1.455 -2.939  0.098
H -4.826 1.139 -2.038  0.115
H -5.109 -0.611 -2.910  0.116
H -3.238 -1.699 -1.495  0.113
H -2.544 0.036 -0.983  0.099
H -5.410 -1.057 0.092  0.115
H -4.393 0.506 0.743  0.106
H -3.794 -1.178 2.458  0.111
H -3.962 -2.668 1.172  0.121
H -1.495 -1.784 2.280  0.111
H -1.455 -0.624 0.787  0.077
H -1.120 -3.772 1.028  0.050
H -2.208 -3.317 -0.452  0.106
H 0.695 -1.921 0.201  0.102
H -0.164 -1.889 -1.489  0.092
H 0.291 -4.961 -0.246  0.054
H 2.099 -5.442 -2.131  0.099
H 1.322 -3.985 -3.080  0.111
H 4.046 -4.125 -1.715  0.129
H 3.024 -2.855 -0.739  0.096
H 3.153 -0.797 -1.456  0.128
H 3.178 -0.233 -3.319  0.114
H 5.779 -1.491 -1.669  0.091
H 5.787 -0.678 -3.444  0.087
H 5.357 0.330 -1.910  0.081
H 2.371 -3.080 -5.633  0.086
H 4.130 -3.209 -6.459  0.099
H 3.428 -1.489 -5.802  0.085
C 2.614 -1.949 3.809  -0.124
C 3.279 -3.256 3.390  -0.264
C 2.642 -3.875 2.144  -0.180
C 1.179 -4.186 2.416  -0.136
N -0.034 -4.443 2.641  0.138
H 1.565 -2.099 4.082  0.074
H 3.120 -1.529 4.685  -0.002
H 2.659 -1.209 3.002  0.074
H 3.227 -3.965 4.225  0.115
H 4.341 -3.068 3.193  0.110
H 3.163 -4.801 1.877  0.121
H 2.713 -3.188 1.294  0.083
C 6.343 1.095 5.801  -0.114
C 5.677 1.521 7.105  -0.277
C 5.289 0.335 7.991  -0.190
C 4.301 -0.555 7.254  -0.119
N 3.482 -1.293 6.643  0.125
H 5.670 0.495 5.180  0.066
H 6.628 1.974 5.214  0.075
H 7.248 0.507 5.996  0.078
H 4.786 2.116 6.870  0.114
H 6.363 2.172 7.658  0.109
H 4.829 0.693 8.918  0.114
H 6.175 -0.252 8.256  0.117
C -7.410 3.939 0.387  -0.115
C -7.442 2.972 1.566  -0.275
C -6.933 3.600 2.865  -0.192
C -5.489 4.043 2.689  -0.133
N -4.292 4.410 2.544  0.127
H -6.390 4.260 0.156  0.069
H -7.809 3.456 -0.511  0.073
H -8.014 4.829 0.593  0.077
H -6.839 2.090 1.318  0.103
H -8.471 2.627 1.715  0.110
H -6.989 2.872 3.681  0.113
H -7.545 4.466 3.139  0.115



No. 4
ORCA calculation (ωB97M-V/def2-TZVPD) on a cluster of 4 separate species, C36H71N4O7 in total in a non-equilibrium geometry.

Summary:
- LUMO energy (alpha / beta): 0.33 / 0.24 eV
- F_max: 3.81 eV Å⁻¹
- Net charge: 0
- Multiplicity: 4
- Frontier orbital gap (alpha / beta): 8.6 / 9.4 eV

Last column: Löwdin spin population.
CARTESIAN COORDINATES (ANGSTROEM)
N 7.355 2.302 2.349  0.000
C 7.154 1.043 1.626  0.000
C 5.976 0.224 2.204  0.000
O 4.770 0.379 1.465  0.000
C 4.341 -0.862 1.127  0.000
O 3.793 -1.108 0.141  0.000
C 4.746 -1.758 2.322  0.000
O 3.995 -1.265 3.434  0.000
C 6.206 -1.290 2.438  0.000
C 6.959 -2.043 1.324  0.000
C 8.390 -2.455 1.660  0.000
C 8.520 -3.882 2.195  0.000
C 7.944 -4.105 3.599  0.000
O 8.005 -2.987 4.453  0.000
H 6.485 2.816 2.423  0.000
H 7.630 2.058 3.293  0.000
H 8.060 0.453 1.704  0.000
H 6.935 1.259 0.588  0.000
H 5.832 0.613 3.207  0.000
H 4.583 -2.815 2.176  0.000
H 3.074 -1.189 3.155  0.000
H 6.562 -1.380 3.455  0.000
H 7.016 -1.365 0.475  0.000
H 6.370 -2.877 0.971  0.000
H 8.896 -1.753 2.316  0.000
H 8.951 -2.430 0.732  0.000
H 7.956 -4.511 1.512  0.000
H 9.545 -4.221 2.113  0.000
H 6.912 -4.425 3.525  0.000
H 8.492 -4.932 4.048  0.000
H 8.772 -2.443 4.246  0.000
C 2.208 6.617 -0.234  0.002
C 1.961 5.622 -1.385  0.027
C 0.638 4.887 -1.162  0.014
C 0.715 3.839 -0.056  0.001
C 1.853 2.859 -0.329  0.014
C 3.202 3.548 -0.542  0.026
N 3.109 4.678 -1.517  0.357
O 3.117 4.201 -2.712  0.549
C 3.744 4.043 0.817  0.002
C 4.217 2.506 -1.002  -0.001
C 1.830 6.507 -2.623  -0.001
H 1.378 7.322 -0.167  0.000
H 2.287 6.157 0.747  0.000
H 3.118 7.193 -0.409  0.001
H 0.335 4.392 -2.091  0.002
H -0.149 5.610 -0.931  0.001
H 0.842 4.321 0.918  0.000
H -0.230 3.294 -0.004  0.001
H 1.933 2.146 0.495  0.001
H 1.599 2.273 -1.219  0.002
H 4.560 4.755 0.679  0.002
H 4.137 3.204 1.392  0.000
H 2.986 4.501 1.451  0.000
H 3.903 1.986 -1.906  -0.001
H 4.339 1.754 -0.224  0.000
H 5.193 2.962 -1.192  0.000
H 2.770 7.010 -2.852  0.000
H 1.073 7.272 -2.448  0.000
H 1.519 5.945 -3.502  -0.001
C -5.472 0.078 0.172  0.002
C -6.031 1.507 0.299  0.027
C -6.770 1.891 -0.985  0.015
C -5.830 2.185 -2.151  0.001
C -4.812 3.253 -1.757  0.014
C -4.037 2.903 -0.484  0.026
N -4.937 2.469 0.625  0.357
O -5.451 3.513 1.177  0.549
C -3.000 1.803 -0.806  0.002
C -3.201 4.110 -0.067  -0.001
C -7.042 1.415 1.440  -0.001
H -6.279 -0.627 -0.035  0.000
H -4.756 -0.053 -0.634  0.000
H -4.994 -0.238 1.101  0.001
H -7.384 2.779 -0.800  0.002
H -7.462 1.093 -1.261  0.001
H -5.326 1.269 -2.475  0.000
H -6.409 2.533 -3.009  0.001
H -4.111 3.416 -2.578  0.001
H -5.343 4.199 -1.611  0.002
H -2.615 1.347 0.108  0.002
H -2.148 2.228 -1.339  0.000
H -3.384 1.017 -1.453  0.000
H -3.804 5.005 0.084  -0.001
H -2.475 4.353 -0.843  0.000
H -2.652 3.908 0.855  0.000
H -6.549 1.195 2.389  0.000
H -7.751 0.613 1.236  0.000
H -7.618 2.332 1.558  -0.001
C -2.712 -4.114 -1.944  0.002
C -3.655 -4.259 -0.734  0.027
C -3.345 -5.557 0.014  0.015
C -3.833 -6.802 -0.721  0.001
C -5.324 -6.683 -1.033  0.014
C -5.679 -5.405 -1.798  0.026
N -5.081 -4.189 -1.170  0.358
O -5.806 -3.837 -0.166  0.548
C -5.218 -5.544 -3.266  0.002
C -7.200 -5.284 -1.878  -0.001
C -3.298 -3.076 0.162  -0.001
H -1.674 -4.133 -1.610  0.000
H -2.802 -4.908 -2.680  0.000
H -2.879 -3.164 -2.453  0.001
H -3.816 -5.529 1.002  0.002
H -2.270 -5.630 0.190  0.001
H -3.256 -6.956 -1.637  0.000
H -3.660 -7.684 -0.101  0.001
H -5.651 -7.553 -1.606  0.001
H -5.878 -6.709 -0.089  0.002
H -5.213 -4.575 -3.768  0.002
H -5.899 -6.191 -3.818  0.000
H -4.234 -5.997 -3.374  0.000
H -7.669 -5.288 -0.896  -0.001
H -7.608 -6.129 -2.430  0.000
H -7.495 -4.368 -2.395  0.000
H -3.556 -2.129 -0.314  0.000
H -2.227 -3.069 0.362  0.000
H -3.798 -3.120 1.128  0.000



no.,total energy (eV)
1,-124790.319
2,-51109.295
3,-47153.355
4,-58770.660